(1)
11
Properties=species:S:1:pos:R:3:forces:R:3:lowdin_charge:R:1 method="wB97M-V/def2-TZVPD" homo_lumo_gap_ha=0.338 spin_multiplicity=1 total_energy_ev=-9234.31942 relative_energy_kj_mol=595.16
C 1.696532 0.352371 0.123263 3.7536 0.5845 -1.3906 -0.0820
C 0.284688 -0.981222 -0.212716 -4.0692 1.2823 -0.1402 -0.3340
C -1.060302 0.869538 -0.057212 -1.1497 -4.1176 -1.3510 -0.0511
C 0.263078 0.515945 -0.340483 -0.3073 -2.8147 1.3465 -0.1394
H 1.893222 0.557870 1.249572 -0.3408 -0.4835 -2.0998 0.1411
H 2.705072 0.737517 -0.601585 -3.1626 -0.8969 2.2569 0.1799
H -2.829272 -0.334917 0.320441 4.6084 -1.1930 -1.6902 0.2298
H -1.913876 1.540523 -0.311855 1.6165 0.4736 0.6592 0.1161
N -0.965169 -1.673434 -0.006970 3.6373 5.6384 -0.6498 0.1154
N -1.679034 -0.421049 -0.032529 -5.2581 0.9719 2.0000 -0.1557
O 1.605056 -1.163138 -0.129931 0.6720 0.5549 1.0591 -0.0198

---

(2)
11
Properties=species:S:1:pos:R:3:forces:R:3:lowdin_charge:R:1 method="wB97M-V/def2-TZVPD" homo_lumo_gap_ha=0.313 smiles="N#C/C(N)=C/C=O" spin_multiplicity=1 total_energy_ev=-9236.71381 relative_energy_kj_mol=364.14
N -0.590832 3.073635 -0.210715 0.2191 -8.5562 1.5993 0.1381
C -0.550705 1.855962 0.021477 -0.0891 6.1880 -0.2351 -0.0914
C -0.331481 0.355662 0.266311 -2.2264 1.1224 -0.6604 -0.2816
N -0.695208 -0.376029 1.415489 1.1507 4.9402 1.6018 0.1190
C -0.023623 -0.297753 -0.903131 0.7112 1.5132 2.8080 -0.0903
C 0.716797 -1.469642 -0.812861 4.2020 -8.1846 -2.2063 -0.2419
O 1.202187 -2.386642 0.014835 -3.1853 5.1845 -1.9020 -0.0783
H -0.633174 0.280726 2.391160 -0.0025 -2.8402 -3.5763 0.2119
H -0.100886 -1.191049 1.335751 0.1317 -0.8202 0.9769 0.0629
H 0.224901 0.277385 -1.758609 -0.3604 0.3736 -0.7493 0.1023
H 1.028008 -1.822532 -1.951175 -0.5512 1.0792 2.3436 0.1495

---

(3)
11
Properties=species:S:1:pos:R:3:forces:R:3:lowdin_charge:R:1 method="wB97M-V/def2-TZVPD" homo_lumo_gap_ha=0.439 smiles=N#CCOCC#N spin_multiplicity=1 total_energy_ev=-9238.67071 relative_energy_kj_mol=175.33
N 2.743711 0.109165 1.317602 -0.8280 -0.0324 -0.7494 0.1538
C 1.938502 0.135048 0.488718 0.6791 -0.0288 0.6870 -0.1649
C 0.965546 0.227534 -0.621833 0.0685 0.1976 -0.0461 -0.2029
O 0.058174 -0.846090 -0.671640 -0.0328 0.0121 0.0113 -0.1213
C -1.205076 -0.737099 -0.038094 -0.2231 -0.0274 0.0959 -0.1696
C -1.486150 0.559592 0.607457 -0.1864 0.8400 0.4473 -0.1919
N -1.723994 1.575396 1.107391 0.2701 -1.0492 -0.5362 0.1722
H 1.524726 0.198643 -1.560097 -0.0284 0.0303 0.1156 0.1354
H 0.467766 1.202426 -0.547824 0.0572 -0.1516 -0.0550 0.1184
H -1.979029 -0.897232 -0.800910 0.1425 0.0014 0.1720 0.1345
H -1.304181 -1.527378 0.719230 0.0814 0.2080 -0.1424 0.1363

---

(4)
11
Properties=species:S:1:pos:R:3:forces:R:3:lowdin_charge:R:1 method="wB97M-V/def2-TZVPD" homo_lumo_gap_ha=0.370 smiles="N=C=O.C#C.C#N" spin_multiplicity=1 total_energy_ev=-9236.82027 relative_energy_kj_mol=353.87
N -0.947861 0.844787 -2.231006 0.3284 -0.3098 0.1157 0.1330
C -0.157367 0.093375 -1.664839 0.6108 -0.6155 -0.5918 -0.3954
O 0.594037 -0.624357 -1.150965 -0.6670 0.6336 -0.4516 0.1531
H -0.855465 0.734349 -3.232275 -0.2774 0.2637 -0.3073 0.0921
C 1.034359 -0.892821 2.113567 0.6434 -0.6332 -0.1087 -0.0539
C 1.487256 -1.399574 1.123993 0.1294 -0.0800 0.7579 -0.0320
H 0.652430 -0.461875 3.007378 0.0596 -0.0653 -0.1145 0.0092
H 1.882105 -1.840370 0.241128 0.0133 -0.0070 0.2015 0.0153
C -1.215717 1.163816 0.549609 -0.1718 0.2478 1.4772 -0.0574
N -0.780475 0.821441 1.558147 -0.6968 0.6123 -0.8147 0.0926
H -1.693303 1.561229 -0.314737 0.0282 -0.0467 -0.1637 0.0434

---

(5)
12
Properties=species:S:1:pos:R:3:forces:R:3:lowdin_charge:R:1 method="wB97M-V/def2-TZVPD" homo_lumo_gap_ha=0.357 spin_multiplicity=1 total_energy_ev=-11283.17771 relative_energy_kj_mol=517.34
O 0.430101 2.903373 -0.434119 0.2587 -3.9513 0.2333 -0.0167
N -0.810200 2.324934 -0.090080 0.6901 1.1205 0.9274 0.0268
C -0.831543 1.088039 0.186638 -0.8101 -2.2229 -0.4023 -0.0965
C -0.156162 -0.200299 -0.014481 5.0691 2.6634 -0.3973 -0.2090
C -0.466983 -1.473414 0.119547 -3.9285 -3.0315 -0.0574 -0.0499
C 0.718613 -2.266961 0.054673 0.8904 0.4245 0.5813 -0.1122
N 1.696378 -1.417760 -0.011854 2.1920 -1.0761 -0.8120 0.0117
O 1.270998 -0.178539 -0.146638 -2.2074 0.5619 0.5754 -0.0055
H 0.289762 3.783988 -0.674172 -1.0928 2.0961 -0.4471 0.0555
H -1.684146 0.630170 0.683798 -1.3099 1.5750 -0.1908 0.1177
H -1.529640 -1.860259 0.168328 1.5413 0.5254 0.1348 0.1401
H 1.072825 -3.333270 0.158360 -1.2929 1.3151 -0.1454 0.1380

---

(6)
12
Properties=species:S:1:pos:R:3:forces:R:3:lowdin_charge:R:1 method="wB97M-V/def2-TZVPD" homo_lumo_gap_ha=0.352 smiles="O=Cn1nccc1O" spin_multiplicity=1 total_energy_ev=-11284.93987 relative_energy_kj_mol=347.32
O 3.089240 -0.033176 0.280445 -4.8030 3.1220 -2.6358 0.0228
C 2.032212 0.540798 -0.159928 2.9551 -0.8122 2.4955 -0.1657
N 0.804701 -0.088302 -0.301232 -1.0529 -0.0463 0.2781 -0.0601
N 0.631087 -1.408973 -0.143295 5.1081 -1.7884 -1.0036 0.0706
C -0.554839 -1.733141 0.000110 -5.7773 2.1633 2.0636 -0.1378
C -1.369489 -0.503073 0.164526 3.3814 1.6714 -2.1868 0.0226
C -0.426497 0.508358 -0.134200 -3.5374 0.0314 2.1080 -0.2900
O -0.723107 1.874444 0.093411 -2.3284 -1.1297 -1.5183 -0.0142
H 1.713080 1.651269 -0.320335 1.8465 -1.2909 0.2044 0.1652
H -1.042028 -2.649152 0.314661 1.0608 -0.5873 -0.6295 0.1132
H -2.360642 -0.133641 0.246297 -1.0219 -0.8380 0.3439 0.0792
H -1.793718 1.974593 -0.040462 4.1690 -0.4952 0.4804 0.1942

---

(7)
12
Properties=species:S:1:pos:R:3:forces:R:3:lowdin_charge:R:1 method="wB97M-V/def2-TZVPD" homo_lumo_gap_ha=0.367 spin_multiplicity=1 total_energy_ev=-11282.45488 relative_energy_kj_mol=587.09
C 0.751595 -1.119570 1.036506 1.1451 -9.2352 0.3746 -0.1568
C 0.064240 0.494476 0.238672 -6.0145 2.4087 -4.9132 -0.3326
C -0.576083 1.632436 -0.474781 -0.7675 3.0626 -1.8896 -0.0871
C -0.014544 -0.401382 -0.961093 1.6638 -0.4900 -0.6357 -0.3483
H 1.535249 -1.992607 1.372958 -1.3158 2.9334 -0.7483 0.1954
H -0.213154 -1.415875 1.604505 1.1597 0.9980 -1.0806 0.1642
H -0.827752 0.125299 0.704223 -1.4249 0.0865 1.0196 0.1565
H -0.980530 2.581768 -0.174237 0.2632 0.1820 1.1542 0.1039
N -0.989320 1.408284 -1.699138 2.8995 -1.5804 2.1564 0.0716
N -0.341329 0.132761 -2.098475 -1.0595 -1.4582 1.3312 0.0995
O 1.084297 0.124543 0.958700 3.7538 1.8416 2.3385 0.0994
O 0.507331 -1.570133 -0.507841 -0.3028 1.2509 0.8927 0.0342

---

(8)
12
Properties=species:S:1:pos:R:3:forces:R:3:lowdin_charge:R:1 method="wB97M-V/def2-TZVPD" homo_lumo_gap_ha=0.349 smiles=Oc1cnnc(O)c1 spin_multiplicity=1 total_energy_ev=-11286.22068 relative_energy_kj_mol=223.74
O 2.205201 -0.584045 -0.110504 1.6520 -3.3549 1.5001 0.0698
C 1.034623 0.004745 -0.065030 -3.0017 -0.7579 0.2969 -0.3828
C 0.922287 1.366968 -0.070014 -1.5830 1.5472 0.1768 -0.0677
N -0.259231 2.022049 0.003482 1.8192 -0.4939 -0.2383 0.0418
N -1.398195 1.362999 -0.017648 -0.9572 1.0071 -0.4129 0.0633
C -1.394762 0.073598 -0.094837 3.0098 -2.5078 1.3893 -0.4006
O -2.525967 -0.636552 -0.083709 -0.6046 -1.0173 0.0110 0.0763
C -0.170078 -0.672193 0.029770 -0.0659 1.1799 -0.8912 0.0667
H 2.146051 -1.528341 0.329222 0.1805 2.7365 -1.4808 0.1863
H 1.823956 1.918981 -0.029971 0.5322 0.9612 -0.0867 0.1075
H -2.275026 -1.590908 0.041263 -0.5401 1.4440 -0.2794 0.1322
H -0.108860 -1.737302 0.067980 -0.4413 -0.7442 0.0153 0.1072